(1)
Here is a cluster of 3 separate species, C7H8Cl2F2O6 in total in a non-equilibrium geometry from the OMol25 dataset. Energies are from ωB97M-V/def2-TZVPD.

## Properties
* M: 297.0 g/mol
* LUMO energy (spin up / spin down): -3.410 / -11.035 eV
* highest occupied orbital energy (spin up / spin down): -13.9 / -13.4 eV
* charge: +1
* spin multiplicity: 2

Element x y z (Å)
H 2.029 -2.671 -6.173
O -1.700 4.131 3.856
O 1.136 -3.514 -3.801
F -0.488 1.441 5.543
H 2.078 -4.822 -5.262
F 3.143 -4.409 -3.694
H -0.173 2.798 3.249
C 2.267 -3.980 -4.595
C -1.561 2.021 4.911
O 2.068 -1.697 -4.302
C 2.553 -2.633 -5.218
Cl -0.780 -1.229 0.858
H 0.083 0.762 -0.059
C -2.042 4.273 5.189
C 1.125 -2.284 -3.587
H 3.580 -2.521 -5.565
C -0.812 0.152 -0.181
Cl -2.178 1.238 0.167
H -2.301 1.225 4.825
H -0.870 -0.207 -1.208
C -1.198 2.840 3.618
H -1.796 2.469 2.785
O -1.929 3.073 5.800
O 0.311 -1.711 -2.896
O -2.546 5.255 5.741



(2)
Here is a structure of composition C7H8Cl4F9NaO9S3 in a non-equilibrium geometry from the OMol25 dataset. Energies are from ωB97M-V/def2-TZVPD.

## Properties
* M: 668.1 g/mol
* LUMO energy: 3.255 eV
* highest occupied orbital energy: -3.7 eV
* charge: -2
* relative energy (zero: lowest compared OMol25 entry of this formula, charge and spin): 0.00 kcal per mole

Element x y z (Å)
Cl 2.996 -2.658 1.015
C 3.816 -0.275 -0.080
H -1.818 3.510 2.148
F 0.853 2.486 -2.578
Cl 2.507 0.544 0.781
S 0.839 -0.185 -2.627
C -3.534 2.491 -0.603
H -0.485 4.580 2.486
F -2.554 -4.562 1.114
F -1.647 -6.163 -0.034
H 4.791 -1.278 1.603
O -2.539 0.309 0.302
C 4.307 -1.504 0.652
O -4.947 0.411 -0.103
F -0.578 -5.282 1.628
H 3.412 -0.599 -1.041
H 5.026 -2.046 0.039
O -3.393 0.316 -1.991
F 1.984 1.647 -4.207
Cl -1.005 1.031 3.275
O -0.058 -0.288 -3.733
O 0.525 -4.469 -1.041
F -3.145 3.006 0.589
F 2.787 1.625 -2.208
C -0.740 3.535 2.301
O 0.226 0.027 -1.330
H 0.652 2.690 3.799
O -1.676 -3.520 -1.493
Na -0.350 -0.190 0.938
H 4.636 0.426 -0.220
C 1.652 1.465 -2.919
F -2.668 2.957 -1.506
H -0.892 3.067 4.396
S -0.625 -3.753 -0.549
F -4.723 3.047 -0.873
C -1.397 -4.992 0.587
Cl 0.097 3.007 0.844
S -3.613 0.638 -0.619
O 1.991 -1.055 -2.615
O -0.317 -2.682 0.378
C -0.396 2.687 3.498



(3)
Here is an isolated molecule of C7H8ClNO in a non-equilibrium geometry from the OMol25 dataset. Energies are from ωB97M-V/def2-TZVPD.

## Properties
* M: 157.6 g/mol
* SMILES: C[C@@]1(C(=O)Cl)C=CCC=N1
* LUMO energy: 0.569 eV
* highest occupied orbital energy: -9.8 eV
* charge: 0
* relative energy (zero: lowest compared OMol25 entry of this formula, charge and spin): 0.00 kcal per mole

Element x y z (Å)
N -0.337 -1.057 -0.992
H 2.428 -0.744 0.697
C 0.190 0.282 1.027
H 2.276 -0.176 -0.813
H 0.953 0.625 1.850
H -0.884 2.115 1.241
C -0.790 1.147 0.756
C 0.396 -0.967 0.216
C -1.279 -0.235 -1.264
H -1.740 -0.283 -2.285
C 0.036 -2.060 1.209
Cl -1.734 -2.064 1.545
H -2.316 1.707 -0.737
C 1.922 -0.989 -0.144
H -2.735 0.152 0.062
H 2.213 -2.037 -0.383
O 0.733 -2.811 1.791
C -1.869 0.712 -0.254



(4)
Here is a cluster of 2 separate species, C7H8F2I2N3O4S2 in total in a non-equilibrium geometry from the OMol25 dataset. Energies are from ωB97M-V/def2-TZVPD.

## Properties
* M: 554.1 g/mol
* LUMO energy: 1.314 eV
* highest occupied orbital energy: -6.9 eV
* charge: -1

Element x y z (Å)
C -0.013 -1.989 0.295
N -0.373 -3.132 0.820
N -0.607 1.141 6.184
H -1.811 1.096 -5.274
O 1.315 -0.216 5.102
N 0.258 -3.818 -2.771
F -0.807 -1.162 5.462
C 0.892 -2.748 -2.337
H 1.886 -0.107 -3.862
C -1.586 0.741 -4.160
I 1.069 0.936 0.487
O -0.178 3.397 7.277
H -0.862 -0.270 -1.106
C 0.876 -0.135 -3.252
H 2.224 -1.057 -1.590
H 0.695 0.957 -2.806
I 0.363 -0.701 -6.256
O -0.161 3.316 4.827
C 0.163 -0.668 -0.699
H -2.616 0.317 -3.735
C 1.094 -1.129 -1.969
F 1.585 2.334 6.119
S 0.010 2.583 6.076
H -1.005 -1.449 -3.913
S -0.081 0.202 5.040
C -0.430 -0.467 -4.184
O -0.634 0.388 3.704
H -1.268 1.640 -3.479



(5)
Here is a cluster of 2 separate species, C7H8F3NO2 in total in a non-equilibrium geometry from the OMol25 dataset. Energies are from ωB97M-V/def2-TZVPD.

## Properties
* M: 195.1 g/mol
* LUMO energy (spin up / spin down): -0.829 / -0.391 eV
* highest occupied orbital energy (spin up / spin down): -9.5 / -8.9 eV
* charge: 0
* relative energy (zero: lowest compared OMol25 entry of this formula, charge and spin): 47.11 kcal per mole

Element x y z (Å)
H -1.950 -0.627 1.625
C -1.317 2.305 -0.358
H 0.901 -2.415 -0.565
C -0.595 -0.873 -0.260
O -1.203 -3.166 0.205
N -0.445 0.187 0.673
H 2.625 1.523 0.012
H 2.612 -0.999 0.519
H 0.918 -1.169 -1.818
C 0.885 0.447 0.885
C 1.758 -0.519 0.067
H -1.293 -0.622 -1.068
C -1.334 -2.023 0.515
C 1.779 0.919 -0.269
O -2.094 -1.590 1.497
H 1.281 1.240 -1.171
F -1.912 1.924 -1.491
H 1.130 0.816 1.871
F -0.334 3.164 -0.607
C 0.790 -1.347 -0.750
F -2.201 2.822 0.488



(6)
Here is a cluster of 2 separate species, C7H8FN3 in total in a non-equilibrium geometry from the OMol25 dataset. Energies are from ωB97M-V/def2-TZVPD.

## Properties
* M: 153.2 g/mol
* SMILES: Fc1c[nH]c2ncccc12.N
* LUMO energy: 0.653 eV
* highest occupied orbital energy: -8.8 eV
* charge: 0
* relative energy (zero: lowest compared OMol25 entry of this formula, charge and spin): 26.93 kcal per mole

Element x y z (Å)
H -2.101 1.227 -2.362
H -1.898 -1.477 0.052
N -1.014 -1.000 -0.205
F 1.345 0.435 -2.435
H -2.485 0.602 -0.910
H 2.956 1.049 0.285
N 0.024 -0.884 1.904
C 1.002 0.067 -0.069
C -0.480 -0.762 -1.487
C 2.074 0.461 0.752
C 0.622 -0.013 -1.404
C -0.040 -0.559 0.635
C 2.159 0.063 2.018
C 1.133 -0.737 2.542
H -3.220 2.079 -1.493
N -2.962 1.095 -1.751
H -1.242 -0.812 -2.236
H 3.010 0.267 2.608
H 1.118 -1.104 3.557



(7)
Here is an isolated molecule of C7H8N2 in a non-equilibrium geometry from the OMol25 dataset. Energies are from ωB97M-V/def2-TZVPD.

## Properties
* M: 120.2 g/mol
* SMILES: N#CC1=C(N)[C@@H]2C[C@@H]2C1
* LUMO energy: 0.796 eV
* highest occupied orbital energy: -8.2 eV
* charge: 0
* relative energy (zero: lowest compared OMol25 entry of this formula, charge and spin): 18.48 kcal per mole

Element x y z (Å)
C -1.540 -0.113 0.917
H 0.173 2.789 -0.062
H -0.841 -0.104 1.810
H -2.030 -1.534 -0.772
C -1.254 -0.931 -0.315
C 2.386 -0.488 0.055
C 0.156 -1.523 -0.358
C -1.112 0.646 -0.288
N 0.907 2.097 -0.199
N 3.528 -0.522 0.290
H -2.612 -0.087 1.083
H 0.372 -2.347 0.338
H -1.697 1.344 -0.870
C 1.019 -0.366 -0.155
C 0.368 0.834 -0.277
H 1.885 2.321 0.168
H 0.291 -2.017 -1.364



(8)
Here is an isolated molecule of C7H8N2O in a non-equilibrium geometry from the OMol25 dataset. Energies are from ωB97M-V/def2-TZVPD.

## Properties
* M: 136.2 g/mol
* SMILES: CC(=O)Nc1ccccn1
* LUMO energy: 0.742 eV
* highest occupied orbital energy: -8.7 eV
* charge: 0
* relative energy (zero: lowest compared OMol25 entry of this formula, charge and spin): 48.34 kcal per mole

Element x y z (Å)
H -1.131 -1.391 0.328
C -3.424 -0.306 0.025
H 3.292 -1.601 -0.196
H -3.430 -0.398 1.116
H 1.159 -2.179 -0.116
N 0.733 1.236 0.035
C 2.659 -0.754 -0.125
H 2.079 2.610 0.147
C 0.410 -0.046 0.000
C 1.292 -1.060 -0.089
C 2.980 0.624 -0.022
H -3.552 -1.234 -0.517
C 1.984 1.559 0.008
H 4.046 1.096 0.058
O -1.991 1.669 -0.187
N -0.933 -0.405 -0.001
H -4.081 0.104 -0.359
C -2.091 0.475 -0.105



(9)
Here is an isolated molecule of C7H8N2O in a non-equilibrium geometry from the OMol25 dataset. Energies are from ωB97M-V/def2-TZVPD.

## Properties
* M: 136.2 g/mol
* LUMO energy: 0.785 eV
* highest occupied orbital energy: -8.6 eV
* charge: 0
* relative energy (zero: lowest compared OMol25 entry of this formula, charge and spin): 93.51 kcal per mole

Element x y z (Å)
H -1.770 -2.422 -0.649
C 1.191 0.090 1.981
H 0.083 2.220 -2.055
C -0.043 -1.447 0.453
O -1.191 -0.842 -1.631
C -0.658 1.467 -2.314
H 1.671 -0.576 2.701
H -2.211 -0.785 0.088
C 0.340 0.824 0.128
C -0.786 0.448 -1.551
N 1.060 1.822 0.505
H 0.812 -1.794 -0.173
H 2.201 2.016 2.321
C 1.613 1.372 1.661
N 0.341 -0.213 0.931
H -0.181 -2.221 1.247
C -1.333 -1.447 -0.356
H -1.142 1.490 -3.286



(10)
Here is a structure of composition C7H8N2O2 in a non-equilibrium geometry from the OMol25 dataset. Energies are from ωB97M-V/def2-TZVPD.

## Properties
* M: 152.2 g/mol
* LUMO energy: -0.232 eV
* highest occupied orbital energy: -8.8 eV
* charge: 0
* relative energy (zero: lowest compared OMol25 entry of this formula, charge and spin): 201.82 kcal per mole

Element x y z (Å)
C 0.793 1.002 -1.502
N -0.439 -1.400 1.492
C 1.692 -0.155 -1.138
C 1.080 -0.820 -0.171
C -1.711 -1.328 2.284
H 1.640 -1.680 0.096
H -2.680 -2.028 1.618
H -1.664 -1.468 3.658
C -0.144 -0.584 0.465
O 0.892 3.043 -2.668
H -2.143 -0.066 2.154
H -1.881 0.479 0.573
C -0.850 0.458 0.178
H -0.618 2.350 -0.896
C -0.324 1.257 -0.782
H 2.568 -0.412 -1.611
H -0.329 -2.626 1.112
O 2.684 1.941 -2.517
N 1.434 2.037 -2.346



(11)
Here is an isolated molecule of C7H8N2O2 in a non-equilibrium geometry from the OMol25 dataset. Energies are from ωB97M-V/def2-TZVPD.

## Properties
* M: 152.2 g/mol
* SMILES: C/C=C/c1cc(=O)[nH]c(O)n1
* LUMO energy: 0.306 eV
* highest occupied orbital energy: -8.8 eV
* charge: 0
* relative energy (zero: lowest compared OMol25 entry of this formula, charge and spin): 32.23 kcal per mole

Element x y z (Å)
O 2.639 2.583 0.153
C 0.734 1.235 -0.312
H 3.897 0.388 0.244
C 0.288 -0.064 -0.217
C -3.612 -0.167 0.178
O 3.194 -2.080 0.027
H -4.097 -0.112 1.201
C 2.111 1.443 -0.024
H -3.804 -1.127 -0.396
N 1.079 -1.188 0.108
H -1.272 -1.465 -0.253
C -1.142 -0.380 -0.299
C -2.137 0.329 0.108
N 2.924 0.204 0.056
H -1.909 1.431 0.318
H 0.260 2.203 -0.494
H 2.565 -2.902 -0.088
H -4.092 0.695 -0.364
C 2.373 -1.027 0.054



(12)
Here is an isolated molecule of C7H8N2O4S2 in a non-equilibrium geometry from the OMol25 dataset. Energies are from ωB97M-V/def2-TZVPD.

## Properties
* M: 248.3 g/mol
* LUMO energy (spin up / spin down): -1.272 / -1.144 eV
* highest occupied orbital energy (spin up / spin down): -7.7 / -8.5 eV
* charge: 0
* relative energy (zero: lowest compared OMol25 entry of this formula, charge and spin): 66.31 kcal per mole

Element x y z (Å)
N 2.148 1.051 1.827
C 0.632 -0.994 -1.115
O 3.820 2.167 0.025
O 2.335 1.604 -1.847
S 2.793 1.265 -0.529
N -2.748 2.260 -0.191
O 3.566 -0.125 -0.518
C -1.041 0.517 -0.239
H 2.921 1.754 1.865
S 0.046 1.728 0.372
C -0.643 -0.717 -0.675
H -5.629 0.865 -0.377
O -4.089 2.338 -0.150
H 4.084 -0.304 0.249
H 0.929 -1.953 -1.199
H -3.563 -0.860 -0.698
C 1.551 0.864 0.605
C -3.643 0.203 -0.494
H 1.659 1.252 2.679
H 1.357 -0.286 -1.415
C -4.618 1.104 -0.343
H -1.260 -1.590 -0.605
C -2.425 0.957 -0.292